(1)
{"formula": "C7H14O3", "method": "ωB97M-V/def2-TZVPD", "homo_lumo_gap_ev": 9.8, "smiles": "Cc1ccccc1.O.O.O", "elements": ["C", "C", "C", "C", "C", "C", "C", "H", "H", "H", "H", "H", "H", "H", "H", "H", "H", "O", "H", "H", "O", "H", "H", "O"], "xyz": [[-2.2437, -1.1390, -0.0582], [-0.8566, -0.9057, 0.5294], [-0.5442, -0.5244, 1.8778], [0.7337, -0.4155, 2.3134], [1.7519, -0.6457, 1.3848], [1.5329, -1.0721, 0.0900], [0.1370, -1.1836, -0.3539], [-2.4137, -0.3561, -0.8774], [-2.4064, -2.1250, -0.4095], [-3.0035, -0.9379, 0.8123], [-1.2467, -0.1266, 2.6539], [0.9482, 0.1102, 3.2131], [2.7797, -0.8676, 1.8689], [2.3223, -1.4427, -0.5166], [-0.2287, -1.6715, -1.2561], [-2.5322, 1.1868, -0.9602], [-1.8917, 1.3418, -2.5039], [-2.0991, 1.8276, -1.6314], [2.0420, 1.4485, 0.9615], [2.8843, 0.8690, -0.2590], [2.1053, 1.4628, 0.0587], [0.9057, 1.2353, -1.7018], [0.4722, 2.3921, -2.6128], [0.8514, 1.5392, -2.6229]]}

***

(2)
{"formula": "C6H12MnOS3Se3Te", "method": "ωB97M-V/def2-TZVPD", "s2": 3.919, "homo_lumo_gap_ev": [6.4, 5.0], "multiplicity": 4, "elements": ["Mn", "C", "C", "S", "C", "C", "S", "C", "C", "S", "H", "H", "H", "H", "H", "H", "H", "H", "H", "H", "H", "H", "Se", "Se", "Te", "Se", "O"], "xyz": [[1.6024, 0.2768, -1.5972], [-2.0700, -1.0305, 1.0373], [-1.1253, -2.0452, 0.4107], [0.3493, -1.4480, -0.4589], [1.2396, -0.5828, 0.8762], [0.7936, 0.8502, 1.2211], [0.4187, 1.8643, -0.2465], [-1.1798, 2.6067, 0.2031], [-2.2925, 1.7452, 0.7926], [-2.7004, 0.2278, -0.1156], [-1.6037, -0.5589, 1.8996], [-2.9356, -1.5729, 1.4232], [-1.6644, -2.6435, -0.3244], [-0.7782, -2.7377, 1.1793], [2.2785, -0.5563, 0.5508], [1.2394, -1.2039, 1.7742], [1.6071, 1.3395, 1.7590], [-0.0525, 0.8397, 1.9046], [-1.5354, 3.0758, -0.7147], [-0.9612, 3.4189, 0.8984], [-3.1990, 2.3527, 0.8024], [-2.0941, 1.5065, 1.8363], [3.7475, -1.0983, -1.3491], [4.5499, -2.6986, -2.8716], [2.7762, -2.5683, -4.7369], [1.1707, -0.8235, -3.8616], [2.4190, 1.4644, -2.2926]]}

***

(3)
{"formula": "C4H8NO2", "method": "ωB97M-V/def2-TZVPD", "total_charge": -1, "homo_lumo_gap_ev": 6.7, "smiles": "C[C@H](C=O)NC[O-]", "elements": ["O", "C", "C", "C", "N", "C", "O", "H", "H", "H", "H", "H", "H", "H", "H"], "xyz": [[1.0850, -0.7907, 2.7550], [0.4846, -0.1350, 1.9412], [0.3673, -0.3672, 0.4782], [-1.0367, -0.9499, 0.2317], [0.5055, 0.9645, -0.1677], [0.1314, 0.9075, -1.6505], [0.5377, -0.1696, -2.2958], [-0.0506, 0.7925, 2.2384], [1.0754, -1.0293, -0.0126], [-1.3983, -1.6362, 0.9978], [-1.7274, -0.0923, 0.2294], [-1.0919, -1.3195, -0.7886], [1.5214, 0.9975, -0.2534], [0.5792, 1.8467, -2.0304], [-0.9824, 0.9811, -1.6726]]}

***

(4)
{"formula": "CH3BrNO2", "method": "ωB97M-V/def2-TZVPD", "total_charge": -1, "homo_lumo_gap_ev": [8.2, 7.5], "elements": ["C", "N", "O", "O", "Br", "H", "H", "H"], "xyz": [[0.8756, 0.2849, -0.6957], [-1.2682, 0.1201, 1.1462], [-0.2624, -0.2067, 1.6607], [-0.3309, 0.7261, -0.8978], [-2.6025, -1.4801, 0.5823], [1.7189, 1.0776, -0.6848], [1.0584, -0.5532, -1.4966], [0.8111, 0.0313, 0.3857]]}

***

Energy relative to the best compared isomer or geometry (same formula, charge and spin), record by record: 2.668; 2.775; 2.663; 2.600 eV